1.
Below is a structure of composition C26H60N2O6V, with properties calculated with the ωB97M-V functional and the def2-TZVPD basis.

```
95
Properties=species:S:1:pos:R:3:mulliken_spin:R:1
V 0.20 0.13 -0.01 2.87
C -1.72 -3.58 -1.17 0.00
C -1.36 -3.26 -2.66 0.00
C -2.44 -3.79 -3.69 0.00
C -2.22 -3.35 -5.15 0.00
C -2.30 -1.79 -5.17 0.00
C -1.27 -1.10 -4.22 0.00
N -1.29 -1.75 -2.85 -0.01
O -0.40 -1.05 -1.81 0.05
C -1.77 0.35 -4.02 0.00
C 0.10 -0.96 -4.99 0.00
C -0.04 -3.89 -3.02 0.00
H -1.81 -4.65 -0.99 0.00
H -2.52 -2.96 -0.78 0.00
H -0.82 -3.24 -0.66 -0.01
H -3.43 -3.54 -3.33 0.00
H -2.49 -4.88 -3.57 0.00
H -3.13 -3.71 -5.65 0.00
H -1.34 -3.77 -5.64 0.00
H -3.31 -1.51 -4.86 0.00
H -2.16 -1.48 -6.21 0.00
H -2.27 0.55 -4.97 0.00
H -1.00 1.08 -3.81 0.00
H -2.62 0.34 -3.33 0.00
H 0.75 -0.21 -4.55 0.00
H 0.00 -0.34 -5.88 0.00
H 0.58 -1.92 -5.21 0.00
H 0.32 -3.45 -3.95 0.00
H -0.15 -4.97 -3.15 0.00
H 0.69 -3.89 -2.21 0.00
C 0.90 4.44 1.11 0.00
C 1.55 3.78 2.34 0.00
C 1.67 4.88 3.48 0.00
C 0.29 5.20 4.05 0.00
C -0.23 3.92 4.73 0.00
C -0.38 2.70 3.76 0.00
N 0.81 2.58 2.83 0.01
O 0.76 1.47 1.93 0.03
C -1.67 2.94 3.02 0.00
C -0.47 1.44 4.65 0.00
C 3.08 3.43 2.08 0.00
H 1.72 5.01 0.67 0.00
H -0.02 4.98 1.33 0.00
H 0.54 3.73 0.37 0.00
H 2.11 5.73 2.95 0.00
H 2.42 4.58 4.22 0.00
H -0.40 5.58 3.30 0.00
H 0.40 6.01 4.77 0.00
H -1.18 4.16 5.20 0.00
H 0.50 3.80 5.54 0.00
H -1.69 2.16 2.25 0.00
H -1.62 3.82 2.37 0.00
H -2.60 3.09 3.58 0.00
H -1.35 1.61 5.26 0.00
H 0.51 1.35 5.12 0.00
H -0.68 0.56 4.03 0.00
H 3.56 4.11 1.38 0.00
H 3.23 2.50 1.53 0.00
H 3.70 3.22 2.95 0.00
C -2.07 -1.83 2.87 0.00
C -0.57 -1.81 2.46 0.01
C 0.10 -3.17 2.77 0.00
O -0.51 -1.53 1.05 0.03
H -2.49 -0.88 2.54 0.00
H -2.15 -1.98 3.94 0.00
H -2.57 -2.74 2.55 0.00
H 0.01 -1.06 2.99 0.00
H 0.25 -3.25 3.84 0.00
H 1.03 -3.32 2.21 0.00
H -0.52 -4.01 2.46 0.00
H -0.78 -2.34 0.62 0.00
C 4.20 -1.36 -0.86 0.00
C 2.80 -2.00 -0.83 0.00
C 2.78 -3.37 -0.18 0.00
O 2.11 -1.01 -0.03 -0.02
H 4.58 -1.34 0.16 0.00
H 4.23 -0.37 -1.33 0.00
H 4.84 -2.01 -1.46 0.00
H 2.34 -2.12 -1.82 0.00
H 1.77 -3.71 0.05 0.00
H 3.30 -3.45 0.77 0.00
H 3.21 -4.14 -0.83 0.00
H 2.74 -0.98 0.70 0.01
C 2.40 2.28 -1.35 0.01
O 1.17 1.64 -1.37 0.00
H 3.00 1.79 -0.58 0.00
H 2.81 2.27 -2.36 0.00
H 2.17 3.32 -1.12 0.00
H 1.13 1.17 -2.20 0.00
C -3.16 0.67 0.23 0.01
O -1.78 1.06 -0.01 -0.01
H -3.23 -0.42 0.25 0.00
H -3.55 0.96 1.20 0.00
H -4.00 0.81 -0.45 0.00
H -1.81 2.01 -0.19 0.00
```

## Properties
**Kohn-Sham gap (alpha / beta)**: 5.99 / 6.04 eV
**Expectation value of S²**: 3.75
**ΔE to the lowest compared entry with this formula, charge and spin**: 0.0 kJ/mol
**E_tot**: -68882.0042 eV
**Multiplicity**: 4
**Charge**: 0

***

2.
Below is a structure of composition C26H60N4O4, with properties calculated with the ωB97M-V functional and the def2-TZVPD basis.

```
94
Properties=species:S:1:pos:R:3:mulliken_charge:R:1
C 3.17 1.07 -2.94 -1.25
C 1.80 1.12 -2.31 3.74
C 1.66 0.03 -1.15 -1.61
O 0.60 0.41 -0.17 -0.25
C 0.03 -0.63 0.57 -2.95
N 1.76 2.40 -1.75 -0.46
H 3.90 0.40 -2.47 0.36
H 3.49 2.09 -3.11 0.46
H 3.04 0.56 -3.89 0.37
H 1.06 1.03 -3.10 -1.58
H 2.64 -0.16 -0.71 0.29
H 1.41 -0.96 -1.52 0.36
H -0.25 -0.08 1.47 -0.84
H 0.72 -1.46 0.70 2.54
H -0.74 -1.07 -0.07 0.93
H 2.54 2.82 -1.27 0.25
H 0.94 2.45 -1.16 -0.56
C -0.74 -2.72 -6.02 -1.20
C 0.04 -1.39 -6.02 0.13
C 1.04 -1.28 -4.82 -0.33
O 1.61 -0.01 -4.68 -0.45
C 0.67 1.12 -4.60 -1.63
N 0.71 -1.54 -7.30 -0.74
H -1.03 -2.89 -4.99 0.33
H -0.09 -3.52 -6.37 0.39
H -1.64 -2.51 -6.59 0.30
H -0.58 -0.51 -6.18 0.32
H 1.71 -2.14 -4.72 0.58
H 0.42 -1.58 -3.98 -0.10
H 0.28 1.44 -5.57 0.53
H 1.09 2.03 -4.19 0.55
H -0.20 0.85 -3.99 0.42
H 1.19 -2.42 -7.18 0.27
H 1.42 -0.82 -7.31 0.29
C 0.67 4.30 2.41 -1.79
C -0.13 3.03 2.65 1.21
C -1.51 3.39 3.33 -1.29
C -2.56 3.92 2.28 -0.83
C -2.78 2.98 1.11 -1.11
C -1.43 2.59 0.43 1.19
N -0.28 2.27 1.38 1.20
O 0.90 2.06 0.74 -0.69
C -1.77 1.35 -0.39 -1.51
C -1.03 3.68 -0.52 -1.30
C 0.78 2.21 3.55 -1.64
H 1.01 4.79 3.32 0.45
H 1.39 4.08 1.61 0.23
H 0.02 5.04 1.95 0.44
H -1.86 2.53 3.90 0.40
H -1.41 4.12 4.13 0.42
H -3.53 4.03 2.78 0.45
H -2.49 4.90 1.82 0.40
H -3.43 3.50 0.41 0.31
H -3.19 2.03 1.44 0.42
H -0.80 1.23 -0.88 0.04
H -2.61 1.59 -1.03 0.66
H -2.03 0.47 0.19 0.33
H -0.76 4.61 -0.03 0.27
H -1.82 3.92 -1.23 0.52
H -0.17 3.38 -1.11 -0.25
H 0.67 1.16 3.28 0.23
H 1.86 2.21 3.38 0.33
H 0.48 2.36 4.59 0.43
H 0.76 1.17 0.39 0.41
C 1.75 -1.20 3.43 -1.68
C 0.49 -2.11 3.37 1.42
C -0.72 -1.13 3.29 -0.64
C -1.97 -1.71 2.64 -1.34
C -1.70 -2.30 1.26 -0.27
C -0.68 -3.44 1.40 1.62
N 0.58 -2.93 2.09 0.77
O 1.62 -3.93 2.14 -0.62
C -1.21 -4.77 1.95 -1.89
C -0.26 -3.67 -0.09 -1.34
C 0.43 -2.92 4.69 -1.44
H 2.65 -1.80 3.46 0.50
H 1.92 -0.61 4.34 0.38
H 1.82 -0.55 2.56 0.27
H -0.99 -0.79 4.29 0.72
H -0.33 -0.33 2.67 -0.38
H -2.62 -0.88 2.39 0.65
H -2.48 -2.42 3.29 0.54
H -1.51 -1.50 0.55 -0.79
H -2.63 -2.54 0.74 0.74
H -2.15 -5.08 1.50 0.40
H -0.46 -5.52 1.70 0.39
H -1.38 -4.90 3.02 0.32
H -1.15 -4.00 -0.64 0.40
H 0.00 -2.70 -0.52 0.02
H 0.56 -4.38 -0.23 0.44
H 1.47 -3.25 4.74 0.43
H -0.08 -3.88 4.60 0.21
H 0.38 -2.21 5.51 0.43
H 2.08 -3.58 1.38 0.36
```

## Properties
**Kohn-Sham gap**: 7.25 eV
**E_tot**: -42069.7339 eV
**Charge**: 0

***

3.
Below is a cluster of 10 separate species, C26H60N8O14 in total, with properties calculated with the ωB97M-V functional and the def2-TZVPD basis.

```
108
Properties=species:S:1:pos:R:3:mulliken_charge:R:1
C -0.47 0.38 2.11 -0.22
O -0.82 1.00 0.88 -0.22
C -0.60 0.35 -0.25 0.37
O 0.00 -0.68 -0.39 -0.31
O -1.26 1.00 -1.20 -0.30
C -1.30 0.42 -2.51 -0.28
H -0.94 0.98 2.88 0.39
H 0.61 0.43 2.30 0.14
H -0.80 -0.66 2.17 -0.06
H -1.68 -0.60 -2.49 0.29
H -0.34 0.45 -3.03 -0.18
H -1.98 1.10 -3.03 0.29
C 4.59 -1.32 -5.95 -0.75
O 3.20 -1.30 -5.66 -0.25
C 2.56 -0.17 -5.94 0.87
O 3.07 0.90 -6.16 -0.57
O 1.26 -0.43 -5.98 -0.27
C 0.41 0.72 -6.16 -0.56
H 4.75 -1.15 -7.02 0.33
H 4.97 -2.32 -5.76 0.23
H 5.14 -0.57 -5.39 0.30
H -0.60 0.32 -6.19 0.22
H 0.71 1.26 -7.06 0.31
H 0.52 1.40 -5.32 0.18
C -5.64 -4.05 -0.65 -1.06
N -4.50 -3.20 -0.39 0.02
C -3.49 -3.54 0.44 0.42
C -2.47 -2.44 0.66 0.52
O -3.36 -4.64 0.96 -0.73
H -6.51 -3.70 -0.08 0.30
H -5.45 -5.09 -0.38 0.38
H -5.88 -4.03 -1.72 0.32
H -4.56 -2.23 -0.70 0.15
H -2.79 -1.85 1.52 -0.32
H -2.37 -1.79 -0.21 -0.38
H -1.49 -2.88 0.83 0.40
C 4.34 5.25 -2.43 -0.93
N 3.80 3.92 -2.49 -0.17
C 2.49 3.63 -2.33 0.50
C 2.11 2.18 -2.54 0.42
O 1.65 4.48 -2.09 -0.68
H 4.96 5.50 -3.29 0.30
H 5.00 5.38 -1.57 0.29
H 3.56 5.99 -2.31 0.34
H 4.48 3.18 -2.57 0.22
H 1.57 2.07 -3.47 -0.19
H 1.43 1.81 -1.78 -0.30
H 3.02 1.57 -2.62 0.13
C 5.83 2.48 2.50 -0.88
N 5.29 1.40 1.71 -0.22
C 3.96 1.13 1.57 0.55
C 3.61 0.04 0.58 -0.41
O 3.11 1.67 2.26 -0.60
H 5.03 3.12 2.87 0.28
H 6.46 3.11 1.87 0.30
H 6.41 2.13 3.35 0.31
H 5.91 0.70 1.35 0.22
H 4.37 -0.74 0.58 0.52
H 3.51 0.39 -0.45 0.05
H 2.65 -0.36 0.89 -0.13
C -7.37 0.09 -1.42 -0.80
N -6.43 0.67 -0.48 -0.16
C -5.12 0.34 -0.48 0.57
C -4.25 1.09 0.48 -0.38
O -4.66 -0.50 -1.25 -0.81
H -6.93 0.06 -2.41 0.25
H -8.28 0.68 -1.45 0.35
H -7.63 -0.94 -1.14 0.24
H -6.77 1.24 0.27 0.24
H -4.81 1.34 1.39 0.51
H -3.92 2.05 0.09 0.38
H -3.38 0.52 0.75 -0.46
C -3.98 -1.79 4.24 -1.13
C -3.07 -0.67 4.66 0.80
N -1.85 -1.03 5.16 -0.27
O -3.35 0.51 4.53 -0.63
H -4.77 -1.93 4.98 0.37
H -3.47 -2.74 4.07 0.41
H -4.48 -1.50 3.31 0.18
H -1.14 -0.36 5.39 0.20
H -1.70 -1.99 5.40 0.12
C 1.76 -2.18 4.23 -0.24
C 2.29 -2.85 5.48 0.36
N 1.37 -3.47 6.27 -0.35
O 3.46 -2.78 5.79 -0.62
H 2.00 -1.12 4.35 0.15
H 0.67 -2.21 4.16 -0.01
H 2.27 -2.52 3.34 0.30
H 0.42 -3.55 5.97 0.20
H 1.65 -3.80 7.18 0.22
C -0.05 4.36 1.89 -0.47
C -0.25 4.24 3.39 0.56
N 0.64 3.47 4.09 -0.36
O -1.19 4.78 3.97 -0.68
H -1.06 4.36 1.49 0.25
H 0.51 3.49 1.56 -0.07
H 0.47 5.27 1.61 0.38
H 0.38 3.37 5.05 0.21
H 1.37 2.93 3.66 0.26
C 1.84 -2.18 -2.75 -0.03
C 0.94 -3.37 -2.85 0.59
N 1.49 -4.56 -2.47 -0.44
O -0.20 -3.30 -3.29 -0.62
H 1.95 -1.91 -1.69 0.10
H 1.39 -1.29 -3.20 -0.38
H 2.83 -2.35 -3.17 0.40
H 0.90 -5.38 -2.47 0.25
H 2.48 -4.71 -2.40 0.17
```

## Properties
**Kohn-Sham gap**: 9.13 eV
**E_tot**: -68525.4273 eV
**Charge**: 0
**Structure (SMILES)**: COC(=O)OC.COC(=O)OC.CNC(C)=O.CNC(C)=O.CNC(C)=O.CNC(C)=O.CC(N)=O.CC(N)=O.CC(N)=O.CC(N)=O

***

4.
Below is a structure of composition C26H61BrN6O8P2SSi2, with properties calculated with the ωB97M-V functional and the def2-TZVPD basis.

```
107
Properties=species:S:1:pos:R:3:mulliken_charge:R:1
C -0.01 0.11 1.04 -0.69
C 1.26 1.16 0.73 -0.32
Si 0.97 2.79 1.75 0.16
O 1.70 4.10 0.85 -0.43
Si 0.60 5.39 0.45 0.64
C -0.32 5.16 -1.26 -0.69
C -0.67 3.56 -1.57 -0.26
C -1.31 3.30 -3.06 -0.44
C -2.96 3.16 -3.00 -0.41
C -3.43 1.59 -3.30 -0.34
O -3.33 1.22 -4.72 -0.35
C -2.23 0.28 -4.99 -0.31
N 1.64 6.90 0.30 -0.38
C 1.10 7.73 -0.69 0.19
S 1.03 8.53 -2.22 -0.16
P -0.94 5.87 1.91 0.13
C -2.66 5.15 1.51 -0.58
C -0.42 5.70 3.72 -0.75
P 2.16 2.65 3.65 0.14
O 0.97 2.28 4.87 -0.45
Br 3.68 0.97 3.53 -0.26
H -0.81 0.37 0.21 0.13
H -0.40 0.36 2.13 0.20
H 0.33 -1.02 0.93 0.22
H 1.23 1.35 -0.45 0.25
H 2.30 0.67 0.95 0.40
H -0.46 3.02 2.08 0.05
H -1.36 5.73 -1.24 0.25
H 0.35 5.50 -2.18 0.40
H -1.30 3.07 -0.72 0.18
H 0.39 3.02 -1.57 0.04
H -0.97 4.06 -3.88 0.36
H -0.92 2.23 -3.40 0.18
H -3.31 3.44 -1.91 0.11
H -3.45 3.93 -3.74 0.31
H -2.91 0.85 -2.56 0.12
H -4.59 1.57 -3.03 0.29
H -2.64 -0.51 -5.78 0.16
H -1.86 -0.33 -4.06 0.14
H -1.36 0.85 -5.56 0.20
H -2.79 4.78 0.39 -0.08
H -3.05 4.33 2.28 0.30
H -3.44 6.05 1.62 0.34
H 0.63 5.17 3.85 0.12
H -0.42 6.70 4.35 0.33
H -1.20 4.98 4.26 0.27
H 0.38 1.57 4.45 0.35
C -1.21 -3.72 -5.13 0.04
O -1.52 -2.56 -5.37 -0.53
N -1.40 -4.36 -3.92 0.15
C -1.00 -5.74 -3.71 -0.44
C -2.02 -3.64 -2.83 -0.93
H -0.73 -4.36 -5.89 0.25
H -1.89 -6.33 -3.44 0.32
H -0.28 -5.78 -2.89 -0.09
H -0.55 -6.16 -4.61 0.35
H -3.01 -3.31 -3.14 0.35
H -1.41 -2.76 -2.60 0.26
H -2.11 -4.27 -1.94 0.31
C 1.71 -6.27 -1.02 -0.03
O 1.40 -5.11 -1.27 -0.59
N 1.52 -6.91 0.18 0.30
C 1.92 -8.28 0.40 -0.93
C 0.90 -6.18 1.28 -0.89
H 2.19 -6.91 -1.78 0.32
H 1.03 -8.87 0.66 0.28
H 2.65 -8.32 1.21 0.35
H 2.37 -8.71 -0.51 0.31
H -0.09 -5.85 0.96 0.27
H 1.51 -5.30 1.51 0.12
H 0.82 -6.82 2.16 0.43
C 3.19 12.70 1.39 0.12
O 2.76 13.60 2.09 -0.58
N 2.63 12.27 0.20 0.11
C 3.21 11.20 -0.57 -0.59
C 1.43 12.91 -0.28 -0.95
H 4.11 12.15 1.66 0.27
H 3.47 11.58 -1.57 0.33
H 2.48 10.39 -0.67 0.02
H 4.12 10.81 -0.10 0.30
H 1.62 13.98 -0.42 0.30
H 0.64 12.80 0.48 0.29
H 1.10 12.46 -1.22 0.36
C 1.71 -3.75 3.49 0.15
O 0.62 -4.30 3.55 -0.63
N 2.57 -3.55 4.55 0.11
C 3.85 -2.89 4.39 -0.94
C 2.18 -4.01 5.86 -0.96
H 2.10 -3.36 2.53 0.33
H 4.64 -3.58 4.69 0.34
H 3.87 -2.00 5.02 0.32
H 4.01 -2.59 3.35 0.33
H 2.02 -5.09 5.82 0.28
H 1.25 -3.53 6.15 0.30
H 2.96 -3.79 6.60 0.39
C -2.16 -9.07 -1.52 0.09
O -2.47 -7.91 -1.77 -0.60
N -2.35 -9.71 -0.32 0.16
C -1.96 -11.09 -0.11 -0.95
C -2.97 -8.99 0.77 -0.87
H -1.68 -9.71 -2.28 0.30
H -2.84 -11.68 0.16 0.35
H -1.23 -11.13 0.71 0.34
H -1.51 -11.51 -1.01 0.30
H -3.97 -8.66 0.46 0.30
H -2.36 -8.11 1.01 0.20
H -3.06 -9.63 1.66 0.39
```

## Properties
**Kohn-Sham gap**: 7.58 eV
**E_tot**: -168478.7832 eV
**Charge**: 0

***

Question: The highest E_tot belongs to which entry?
Answer: C26H60N4O4

***

Question: What is the E_tot in the fourth record?
Answer: -168478.7832 eV